The following is a DFT calculation (ωB97M-V/def2-TZVPD) of an isolated ion of composition H2NP2 and charge +1 at a distorted geometry.

* energy relative to the best compared isomer or geometry (same formula, charge and spin): 31.8 kcal per mole
* total energy: -738.26091 Ha
* SMILES: P=[N+]=P
* F_max: 7.20 eV Å⁻¹
* spin multiplicity: 1
* charge: +1
* HOMO-LUMO gap (alpha / beta): 7.544 / 7.763 eV
* LUMO energy (alpha / beta): -7.729 / -7.634 eV
* HOMO (alpha / beta): -15.3 / -15.4 eV

Atoms and positions in Å:
N -0.086 0.660 -0.219
P -1.943 0.761 0.006
P 1.380 1.047 0.065
H -2.123 -0.410 1.002
H 1.855 0.225 -0.856

Forces on the atoms, in the same order (eV/Å):
N -7.103 0.041 1.203
P 5.396 -1.529 0.168
P -0.199 1.621 1.787
H 0.642 1.438 -1.247
H 1.263 -1.571 -1.911

How is the electron density shared among the atoms? According to Mulliken, the charges in e are: N -0.1542; P 0.4676; P 0.3559; H 0.1854; H 0.1453